Entry 1:
Density functional theory data (ωB97M-V/def2-TZVPD) for 2 unconnected molecules or ions with the total composition H4O2.

The geometry in XYZ format:
```
6
Properties=species:S:1:pos:R:3:forces:R:3
H 15.515238 9.353414 -10.848063 0.11 1.23 0.17
O 15.460796 8.401512 -10.932568 -0.54 -0.80 -1.17
H 15.823354 8.066645 -10.112415 0.48 -0.35 1.03
H 13.963815 7.805641 -13.599829 0.03 0.16 -0.08
H 14.519351 7.568878 -12.211587 0.58 0.46 0.89
O 14.012817 7.147895 -12.906149 -0.67 -0.69 -0.84
```
Forces are in eV/Å.

Summary:
Kohn-Sham gap (spin up / spin down), eV: 3.5 / 11.3
Total charge: -1
⟨S²⟩: 0.75
Multiplicity: 2
E_HOMO (spin up / spin down), eV: 1.14 / -6.63

***

Entry 2:
Density functional theory data (ωB97M-V/def2-TZVPD) for 2 unconnected molecules or ions with the total composition H4O2.

The geometry in XYZ format:
```
6
Properties=species:S:1:pos:R:3:forces:R:3
O 0.715576 -1.537089 1.584373 1.22 0.13 -0.13
H -0.954153 2.274529 -1.605846 0.17 -1.06 -0.01
O -0.765113 1.309170 -1.630426 -1.05 0.55 0.28
H -1.613253 0.883630 -1.370006 0.90 0.49 -0.26
H 1.433896 -1.786269 2.209013 -0.75 0.29 -0.71
H 1.183046 -1.143969 0.812893 -0.49 -0.40 0.82
```
Forces are in eV/Å.

Summary:
SMILES: O.O
Kohn-Sham gap, eV: 12.4
Total charge: 0
Multiplicity: 1
E_HOMO, eV: -11.44

***

Entry 3:
Density functional theory data (ωB97M-V/def2-TZVPD) for 2 unconnected molecules or ions with the total composition H4O2.

The geometry in XYZ format:
```
6
Properties=species:S:1:pos:R:3:forces:R:3
H 0.635568 0.030416 -0.426986 -0.99 1.09 -0.16
O 1.257429 -0.633690 -0.203332 2.21 -0.96 0.26
H -1.749088 -0.091964 0.617376 -0.34 -1.24 0.79
H 2.151680 -0.230177 -0.215600 -1.04 -0.32 -0.04
H -1.840841 1.096435 -0.245193 1.63 -0.74 0.74
O -1.157094 0.533101 0.237132 -1.47 2.17 -1.59
```
Forces are in eV/Å.

Summary:
SMILES: O.O
Kohn-Sham gap, eV: 11.6
Total charge: 0
Multiplicity: 1
E_HOMO, eV: -10.87

***

Entry 4:
Density functional theory data (ωB97M-V/def2-TZVPD) for 2 unconnected molecules or ions with the total composition H4O2.

The geometry in XYZ format:
```
6
Properties=species:S:1:pos:R:3:forces:R:3
H -1.687992 -1.144814 -0.101955 -0.45 0.27 0.31
H 0.162873 0.492338 0.228046 2.07 0.25 0.65
H -0.397571 -1.133731 -0.856101 -1.21 1.79 0.70
O -1.083628 -0.489281 -0.462319 1.28 -2.23 -1.24
H 1.287199 0.798282 1.357838 -0.39 -0.32 -1.75
O 1.163064 0.612772 0.383841 -1.31 0.25 1.32
```
Forces are in eV/Å.

Summary:
SMILES: O.O
Kohn-Sham gap, eV: 11.4
Total charge: 0
Multiplicity: 1
E_HOMO, eV: -10.72

***

Entry 5:
Density functional theory data (ωB97M-V/def2-TZVPD) for 2 unconnected molecules or ions with the total composition H4O2.

The geometry in XYZ format:
```
6
Properties=species:S:1:pos:R:3:forces:R:3
H 1.272877 0.637246 0.311794 1.10 -1.73 -1.14
H 1.033376 -0.794570 0.006195 -2.04 -2.06 0.25
H -1.264661 0.596769 -0.671416 0.44 -1.85 0.61
O 1.681607 -0.166648 -0.154004 1.16 3.83 0.81
O -1.143466 -0.265112 -0.159564 -0.74 2.26 -0.52
H -1.579733 -0.007683 0.666994 0.07 -0.45 -0.01
```
Forces are in eV/Å.

Summary:
SMILES: O.O
Kohn-Sham gap, eV: 11.6
Total charge: 0
Multiplicity: 1
E_HOMO, eV: -11.03

***

Entry 6:
Density functional theory data (ωB97M-V/def2-TZVPD) for 2 unconnected molecules or ions with the total composition H4O2.

The geometry in XYZ format:
```
6
Properties=species:S:1:pos:R:3:forces:R:3
H 1.806918 0.821693 0.223002 1.58 -0.06 -0.60
O -1.933545 0.189107 -0.243576 0.80 -1.83 1.26
O 2.337459 0.084599 -0.188687 -2.16 1.09 1.11
H 1.570903 -0.500696 -0.098778 0.61 -1.01 -0.52
H -1.161771 -0.440430 -0.073931 -1.62 1.30 -0.44
H -2.619965 -0.154273 0.381973 0.79 0.51 -0.82
```
Forces are in eV/Å.

Summary:
SMILES: O.O
Kohn-Sham gap, eV: 12.1
Total charge: 0
Multiplicity: 1
E_HOMO, eV: -11.77

***

Entry 7:
Density functional theory data (ωB97M-V/def2-TZVPD) for 2 unconnected molecules or ions with the total composition H4O2.

The geometry in XYZ format:
```
6
Properties=species:S:1:pos:R:3:forces:R:3
H 0.818484 0.640935 -0.097260 1.32 -0.70 -0.20
O 1.490036 -0.071261 0.047761 -0.81 0.41 0.14
O -1.534151 -0.053528 -0.121245 -0.15 0.74 0.80
H -0.859608 -0.407484 0.465702 0.24 -0.51 -0.14
H 2.366033 0.190388 -0.263888 -0.53 0.33 -0.01
H -1.971984 0.574468 0.483321 -0.06 -0.28 -0.59
```
Forces are in eV/Å.

Summary:
SMILES: O.O
Kohn-Sham gap, eV: 12.5
Total charge: 0
Multiplicity: 1
E_HOMO, eV: -11.62

***

Entry 8:
Density functional theory data (ωB97M-V/def2-TZVPD) for 2 unconnected molecules or ions with the total composition H4O2.

The geometry in XYZ format:
```
6
Properties=species:S:1:pos:R:3:forces:R:3
O 1.403504 -0.980884 -0.305755 -0.08 -0.05 -0.05
H 1.528059 -1.107728 -1.250000 0.00 0.00 0.00
H -0.697149 1.509798 0.833832 0.05 -0.02 -0.01
H -1.848233 0.586203 0.419307 0.01 0.01 0.02
H 0.505498 -0.631834 -0.209929 0.13 0.10 0.08
O -0.891676 0.624447 0.512547 -0.12 -0.04 -0.05
```
Forces are in eV/Å.

Summary:
SMILES: O.O
Kohn-Sham gap, eV: 11.6
Total charge: 0
Multiplicity: 1
E_HOMO, eV: -10.88

***

Entry 9:
Density functional theory data (ωB97M-V/def2-TZVPD) for 2 unconnected molecules or ions with the total composition H4O2.

The geometry in XYZ format:
```
6
Properties=species:S:1:pos:R:3:forces:R:3
O -0.425547 0.561860 1.128482 -2.08 -2.23 -0.49
H 0.348269 -1.228798 -1.642441 -0.22 0.43 0.30
H -0.156940 -0.215342 -0.541448 -0.25 0.04 0.12
H 0.171271 -0.168828 1.256718 0.61 0.06 0.54
H -0.009827 1.367671 1.264670 1.55 2.11 0.42
O 0.072774 -0.316563 -1.465982 0.38 -0.40 -0.89
```
Forces are in eV/Å.

Summary:
SMILES: O.O
Kohn-Sham gap, eV: 11.9
Total charge: 0
Multiplicity: 1
E_HOMO, eV: -11.12

***

Entry 10:
Density functional theory data (ωB97M-V/def2-TZVPD) for 2 unconnected molecules or ions with the total composition H4O2.

The geometry in XYZ format:
```
6
Properties=species:S:1:pos:R:3:forces:R:3
H -1.731607 0.893072 -0.029221 0.79 0.64 -0.20
H 1.032452 -0.283004 0.314173 0.48 0.51 -0.73
H 2.508274 -0.116183 0.400302 -0.16 0.33 -0.64
O 1.773187 0.110844 -0.202643 -0.34 -0.85 1.42
H -1.473581 -0.633857 -0.417359 -0.51 1.19 0.29
O -2.108725 0.029130 -0.065251 -0.26 -1.84 -0.14
```
Forces are in eV/Å.

Summary:
SMILES: O.O
Kohn-Sham gap, eV: 12.3
Total charge: 0
Multiplicity: 1
E_HOMO, eV: -11.71

***

Entry 11:
Density functional theory data (ωB97M-V/def2-TZVPD) for 2 unconnected molecules or ions with the total composition H4O2.

The geometry in XYZ format:
```
6
Properties=species:S:1:pos:R:3:forces:R:3
O 1.725335 -0.286900 -0.078500 -0.52 0.29 0.48
H 2.064290 0.599443 0.083916 0.17 -0.06 -0.06
H -1.233305 0.706727 -0.189324 -0.12 0.70 -0.29
H -2.146346 -0.516216 -0.256894 -0.46 -0.10 -0.17
H 0.881020 -0.289245 0.412572 0.37 -0.29 -0.46
O -1.290995 -0.213809 0.028230 0.56 -0.54 0.51
```
Forces are in eV/Å.

Summary:
SMILES: O.O
Kohn-Sham gap, eV: 11.9
Total charge: 0
Multiplicity: 1
E_HOMO, eV: -11.13

***

Entry 12:
Density functional theory data (ωB97M-V/def2-TZVPD) for 2 unconnected molecules or ions with the total composition H4O2.

The geometry in XYZ format:
```
6
Properties=species:S:1:pos:R:3:forces:R:3
H -0.967459 1.524037 0.174581 -1.23 -0.08 1.06
H 0.818849 -2.082719 1.062500 -1.14 0.59 -1.19
O 0.211415 -1.697069 0.366131 1.74 0.03 0.97
H -0.160301 2.487495 -0.658388 0.06 0.92 -0.18
H 0.751906 -0.960584 0.003784 -0.66 -0.53 0.22
O -0.266789 1.576040 -0.438940 1.24 -0.92 -0.88
```
Forces are in eV/Å.

Summary:
SMILES: O.O
Kohn-Sham gap, eV: 12.2
Total charge: 0
Multiplicity: 1
E_HOMO, eV: -11.27

***

Which F_max belongs to each record? In order, 1.52; 1.24; 3.07; 2.86; 4.08; 2.67; 1.50; 0.19; 3.09; 1.86; 0.92; 1.99 eV/A.